No. 1
The following is a quantum chemistry calculation of the molecule C18H22BrNO, from OMol25.

Atoms and positions in Å:
1 Br -3.8920 2.7715 -0.1289
2 O -1.6119 0.9543 -0.7759
3 N 1.2668 0.1032 -1.0470
4 C -3.8445 0.8795 0.0575
5 C -0.5663 1.2419 0.1421
6 C -2.6628 0.2242 -0.2789
7 C 3.3376 0.1597 0.3544
8 C 0.7314 1.3951 -0.6506
9 C -4.9066 -1.1804 0.6462
10 C -4.9576 0.2014 0.5099
11 C -2.6101 -1.1660 -0.1561
12 C 4.5007 -0.0504 -0.3776
13 C -6.1115 -1.9324 1.1224
14 C 5.6635 1.5829 0.9393
15 C 2.0581 -0.5530 -0.0082
16 C 3.3627 1.0815 1.3952
17 C 4.5160 1.7896 1.6851
18 C 1.9300 0.1421 -2.3329
19 C -3.7338 -1.8388 0.3085
20 C -1.3731 -1.9225 -0.5335
21 C 5.6550 0.6553 -0.0884
22 H 1.2088 0.4592 -3.0857
23 H -0.7931 2.1820 0.6657
24 H 6.5635 2.1360 1.1639
25 H 4.5188 2.5031 2.4964
26 H -0.4820 0.4420 0.8855
27 H 1.4506 1.9880 -0.0668
28 H -1.6307 -2.7473 -1.1955
29 H -6.6061 -1.3964 1.9295
30 H 2.7920 0.8238 -2.3628
31 H -3.6869 -2.9148 0.3999
32 H -5.8370 -2.9242 1.4718
33 H -6.8268 -2.0432 0.3072
34 H 6.5512 0.4793 -0.6655
35 H 2.4756 1.2361 1.9945
36 H -5.8571 0.7443 0.7574
37 H 2.2687 -0.8621 -2.5858
38 H 2.2821 -1.5611 -0.3693
39 H -0.9029 -2.3448 0.3550
40 H 4.5062 -0.7813 -1.1736
41 H -0.6578 -1.2729 -1.0327
42 H 1.4274 -0.6429 0.8801
43 H 0.4839 1.9585 -1.5519

- SMILES: Cc1cc(C)c(OCCN(C)Cc2ccccc2)c(Br)c1
- HOMO-LUMO gap: 9.31 eV
- Energy above the lowest of the compared OMol25 structures with the same formula, charge and spin: 4.3 kcal/mol
- LUMO level: 0.784 eV

---

No. 2
The following is a quantum chemistry calculation of a structure of composition C18H22CoN10O5SSe, from OMol25.

Atoms and positions in Å:
1 Se -0.0360 0.2155 2.6278
2 Co -0.3858 0.8044 -0.1227
3 S -2.6374 1.9810 -3.8782
4 O -1.9313 -0.5428 0.1235
5 O 1.6651 1.1277 -0.2556
6 O 1.9189 -4.6266 -1.7532
7 O 3.6819 0.2074 -0.5289
8 O -2.6126 -2.6531 -0.1197
9 N -1.1414 1.1524 -1.9991
10 N 2.7291 4.7868 2.9954
11 N 3.1291 3.3970 1.1929
12 N 0.4418 -1.0359 -0.5086
13 N -1.9143 -1.9037 3.2760
14 N -0.2917 1.5738 -2.9701
15 N -3.4407 0.9327 -1.5236
16 N 0.1297 -2.3664 3.8365
17 N -0.5896 2.5721 0.5944
18 N 0.9584 3.9436 1.8685
19 C 1.5576 -2.2269 4.0448
20 C 2.4705 0.1554 -0.5272
21 C -3.1079 -1.2310 2.7997
22 C -0.3537 -2.0922 -0.6218
23 C -0.6514 -1.4360 3.2454
24 C -1.9200 -3.1434 3.8654
25 C -0.6479 -3.4294 4.2221
26 C -0.8734 2.0341 -4.0088
27 C -2.4186 1.2821 -2.3064
28 C 2.2958 -2.3108 -1.2261
29 C 1.4707 -3.4318 -1.3573
30 C 0.2467 3.2032 1.1292
31 C -0.7971 2.0596 -6.5247
32 C -0.2076 2.5929 -5.2164
33 C 1.7288 -1.1330 -0.7957
34 C 2.2820 4.0202 1.9950
35 C -1.7663 -1.7848 -0.1904
36 C 0.1121 -3.3139 -1.0419
37 H 0.8551 2.3628 -5.1528
38 H 2.8634 -4.6059 -1.9440
39 H -0.5852 0.9973 -6.6405
40 H 1.8935 -2.9907 4.7406
41 H 3.3563 -2.3430 -1.4409
42 H 4.1214 3.4156 1.3583
43 H -0.5584 -4.1572 -1.1247
44 H 2.0945 -2.3233 3.1017
45 H -0.3158 3.6808 -5.1902
46 H 3.7079 4.9438 3.1496
47 H -2.8230 -3.7133 3.9869
48 H -4.3731 0.9443 -1.8945
49 H 2.7745 2.6748 0.5534
50 H -2.8789 -0.1855 2.6163
51 H 2.0598 5.2856 3.5540
52 H 1.7713 -1.2450 4.4600
53 H -3.8863 -1.3076 3.5570
54 H -0.2485 -4.2919 4.7234
55 H -0.3604 2.5882 -7.3694
56 H -1.8773 2.2048 -6.5578
57 H -3.2320 0.3722 -0.7002
58 H -3.4519 -1.6869 1.8737

- HOMO-LUMO gap (alpha / beta): 6.69 / 6.38 eV
- Charge: +1
- Energy above the lowest of the compared OMol25 structures with the same formula, charge and spin: 32.8 kcal/mol
- LUMO level (alpha / beta): -4.044 / -4.319 eV

---

No. 3
The following is a quantum chemistry calculation of a structure of composition C18H22F13INO4S, from OMol25.

Atoms and positions in Å:
1 I 0.7658 -1.9208 4.1697
2 S 2.6640 0.4227 3.0547
3 F -0.5538 1.5545 -0.9542
4 F -0.6998 3.5574 0.4887
5 F 4.4751 0.3280 -2.8982
6 F 1.4767 0.2850 -2.1532
7 F 1.7461 2.9138 -1.1478
8 F -0.1724 1.7065 -3.7356
9 F -2.0948 2.4268 -2.2367
10 F -0.0487 4.8466 -1.1222
11 F 4.2958 2.2956 -1.9182
12 F -2.1618 4.4688 -0.8333
13 F 2.3994 1.0190 -4.0242
14 F -0.0730 3.8872 -3.5524
15 F 2.3462 3.5361 -3.1799
16 O -0.1349 -4.9765 4.2149
17 O -4.8639 1.1012 -3.0766
18 O 0.7136 -7.3747 3.0337
19 O -4.6070 -1.4588 -1.9477
20 N 1.1882 0.6645 1.0141
21 C 0.2066 0.1179 1.9455
22 C 3.5180 1.2925 0.5356
23 C -4.4219 -1.2511 -3.3384
24 C -5.2267 -0.0643 -3.8210
25 C -0.9511 3.9244 -0.7716
26 C 3.7230 1.0632 -2.0310
27 C 1.6508 2.6221 -2.4899
28 C -0.8763 2.6493 -1.7110
29 C 0.4615 2.4540 3.8333
30 C 3.7457 0.3591 -0.6809
31 C 2.4138 0.8177 1.4333
32 C 2.3025 1.2275 -2.7030
33 C 0.1300 2.7258 -2.9028
34 C 0.8921 0.0552 3.3423
35 C -0.0283 -6.4176 2.2839
36 C 0.2775 1.0686 4.3313
37 C -0.9120 -5.6009 3.2006
38 C 0.6071 3.5198 3.3366
39 H 0.7179 -5.7720 1.8200
40 H -5.0847 0.0918 -4.8940
41 H -1.4266 -4.8167 2.6440
42 H 0.9459 0.9274 0.0647
43 H -1.6682 -6.2458 3.6641
44 H -0.7989 0.8520 4.3744
45 H -4.7269 -2.1618 -3.8537
46 H 4.4391 1.3343 1.1256
47 H 3.2995 2.3220 0.2367
48 H -3.3567 -1.0765 -3.5506
49 H 0.6795 4.5252 2.9664
50 H 0.1141 -8.0684 3.3305
51 H -3.9738 1.3547 -3.3427
52 H -6.2863 -0.2220 -3.6259
53 H -0.7091 0.7145 1.9528
54 H -4.6667 -0.5799 -1.5516
55 H 3.0470 -0.4794 -0.6757
56 H 4.7483 -0.0739 -0.6035
57 H 0.5260 -5.6285 4.4862
58 H -0.6170 -6.8954 1.4957
59 H -0.0644 -0.8895 1.6122
60 H 0.6892 0.9417 5.3357

- HOMO-LUMO gap: 8.42 eV
- Charge: +1
- LUMO level: -3.661 eV

---

No. 4
The following is a quantum chemistry calculation of a cluster of 3 separate species, C18H22F17N2O2S in total, from OMol25.

Atoms and positions in Å:
1 S -3.4660 -2.0109 2.6650
2 F 6.2923 -5.8784 3.6963
3 F -3.0772 6.9204 -3.5659
4 F 4.7268 -6.9734 1.7037
5 F -3.3892 3.8458 -1.2096
6 F -0.6673 3.4418 -1.7584
7 F 2.6775 -1.5589 4.1419
8 F -1.1700 6.5158 -6.4757
9 F 3.8791 -4.9915 1.3307
10 F 4.1593 -5.8941 4.0815
11 F -3.6936 4.3154 -3.3205
12 F 1.8699 -4.8096 3.1220
13 F 0.7433 -2.9496 2.9046
14 F -3.5970 -2.0397 -0.4043
15 F -3.4366 7.6584 -5.5901
16 F -1.3843 5.4752 -1.9931
17 F 3.3117 -2.4896 2.2705
18 F -2.6609 5.1040 -5.7286
19 O 5.2187 -3.9797 3.5575
20 O -0.9553 4.2051 -3.7872
21 N -1.9580 1.1744 -0.0165
22 N -1.2003 -2.2050 1.1788
23 C 4.9435 -5.6512 1.8399
24 C 4.2480 -3.2733 4.2973
25 C -0.6421 5.3748 -4.5368
26 C 0.7783 -0.0425 0.7779
27 C -0.8054 -0.8556 -0.9333
28 C -1.7646 6.0392 -5.3486
29 C -0.7134 -2.2033 -0.2336
30 C 1.0481 -0.0799 1.9365
31 C -2.8888 3.6833 -2.4600
32 C -3.0863 -0.8985 0.2075
33 C -2.4818 7.2441 -4.7329
34 C 1.7201 -3.5842 3.6356
35 C -1.4634 4.2517 -2.5274
36 C 5.1210 -5.3301 3.3286
37 C -2.3366 -1.2566 1.4668
38 C 0.4463 0.0005 -0.6436
39 C -2.1513 -0.1145 -0.7169
40 C 3.0068 -2.7546 3.5558
41 H -0.4493 -2.0281 1.8521
42 H -0.7738 -1.0938 -1.9943
43 H 0.3550 1.0215 -0.9957
44 H 4.7709 -2.3707 4.6102
45 H -1.5530 -3.1421 1.3811
46 H 1.4703 -0.0883 2.9162
47 H 0.3266 -2.5173 -0.2160
48 H -3.9195 -0.2504 0.4694
49 H 1.3756 -3.6606 4.6695
50 H -1.9180 -0.3564 1.9011
51 H -2.8909 2.6163 -2.7032
52 H -1.6011 1.8573 -0.6708
53 H -2.6373 0.0734 -1.6725
54 H 0.0571 5.0112 -5.2868
55 H 3.9749 -3.7982 5.2135
56 H -1.2599 -2.9520 -0.7941
57 H -2.8868 1.5238 0.2009
58 H 5.8381 -5.3634 1.2849
59 H -0.0941 6.1010 -3.9373
60 H -1.7787 8.0644 -4.5649
61 H -2.8855 -1.6269 3.8103
62 H 1.2781 -0.4459 -1.1891

- HOMO-LUMO gap: 10.68 eV
- Charge: +1
- LUMO level: -2.376 eV

---

Max |F| across the listed records, respectively: 0.5, 4.3, 2.2, 1.1 eV/Å.